1.
47
Properties=species:S:1:pos:R:3:forces:R:3 method="wB97M-V/def2-TZVPD" homo_lumo_gap_ev=7.58 spin_multiplicity=1 charge=-1 homo_ev=-5.3 lumo_energy_ev=2.28 e_above_lowest_kcal_mol=13.55
In -0.961 -1.023 0.649 -0.3 0.0 0.5
C 3.322 1.275 2.415 0.0 0.0 0.0
C 2.035 0.573 2.007 0.0 0.1 0.0
O 1.216 1.414 1.202 0.1 0.1 0.0
P 0.971 0.118 3.419 0.2 0.0 0.0
O 0.652 1.424 4.253 0.0 0.1 0.1
O 1.921 -0.661 4.397 0.0 -0.1 0.0
O -0.236 -0.579 2.927 -0.2 -0.1 0.0
P 2.338 -1.051 1.221 0.1 -0.1 0.0
O 3.339 -0.613 0.042 0.2 0.2 0.0
O 2.970 -1.942 2.232 0.0 0.0 0.1
O 1.053 -1.511 0.565 0.0 -0.1 -0.2
H 3.086 2.167 2.996 0.0 0.0 0.0
H 3.863 1.573 1.516 0.0 0.0 0.0
H 3.967 0.622 3.001 0.0 0.0 0.0
H 1.553 1.411 0.295 -0.1 -0.1 0.0
H -0.179 1.818 3.952 0.0 0.0 0.0
H 2.407 -1.339 3.855 0.0 0.0 0.0
H 3.689 -1.343 -0.479 -0.1 -0.1 0.0
S -2.997 -1.963 1.673 0.0 0.0 0.0
C -3.906 -0.471 1.676 0.1 0.1 -0.1
C -5.232 -0.614 2.196 -0.2 0.0 0.1
N -6.290 -0.762 2.622 0.0 0.0 0.0
C -3.503 0.759 1.261 0.1 -0.1 0.0
S -1.942 1.218 0.609 0.0 0.1 0.0
C -4.405 1.863 1.366 -0.1 0.1 0.0
N -5.096 2.781 1.443 0.0 0.0 0.0
Cl -0.706 -4.172 0.323 -0.1 0.0 -0.1
C -1.833 -3.967 -1.065 0.2 -0.1 0.1
C -1.531 -2.738 -1.928 -0.3 0.0 0.0
O -1.666 -2.868 -3.134 0.1 -0.1 0.0
O -1.253 -1.631 -1.339 0.2 -0.1 -0.2
H -2.829 -3.871 -0.635 0.0 0.0 -0.1
H -1.750 -4.862 -1.671 -0.1 0.0 0.0
C 0.388 3.076 -2.568 0.0 0.1 -0.1
Sb 0.483 0.936 -2.350 0.1 0.1 0.1
C 2.294 0.727 -3.498 0.0 0.0 -0.1
C -0.858 0.507 -3.947 -0.1 0.0 0.0
H 0.574 3.370 -3.601 0.0 0.0 0.0
H 1.122 3.562 -1.925 0.0 0.0 0.0
H -0.602 3.419 -2.270 0.0 0.0 0.0
H 2.236 1.321 -4.410 0.0 0.0 0.0
H 2.448 -0.317 -3.768 0.0 0.0 0.0
H 3.146 1.060 -2.906 0.0 0.0 0.0
H -0.502 0.969 -4.867 0.0 0.0 0.0
H -1.840 0.905 -3.694 0.0 0.0 0.0
H -0.957 -0.571 -4.059 0.0 0.0 0.0

2.
39
Properties=species:S:1:pos:R:3:forces:R:3 method="wB97M-V/def2-TZVPD" homo_lumo_gap_ev=8.39 spin_multiplicity=1 charge=+1 homo_ev=-11.5 lumo_energy_ev=-3.09 e_above_lowest_kcal_mol=0.00
Pt 0.064 1.110 0.385 0.1 0.0 0.0
C 1.478 2.205 -1.827 0.1 0.0 0.0
C 2.197 0.934 -1.363 0.0 0.0 0.0
N 2.041 0.762 0.124 0.0 0.1 0.0
C 2.368 -0.604 0.642 0.0 0.0 0.0
C 1.298 -1.137 1.569 0.1 -0.1 0.1
C 1.403 -2.369 2.180 -0.1 0.1 0.0
C 0.278 -2.902 2.799 0.1 0.1 0.0
C -0.928 -2.223 2.765 0.0 0.0 0.1
C -0.960 -0.997 2.139 0.1 0.0 0.0
C -2.574 0.012 0.696 0.0 -0.1 0.2
N -1.968 1.304 0.289 0.0 0.1 -0.1
C -2.292 1.775 -1.113 0.0 -0.1 0.1
C -1.051 1.785 -2.015 0.0 0.0 0.0
N 0.103 2.333 -1.236 -0.1 0.0 0.0
N 0.142 -0.446 1.631 -0.1 0.1 -0.1
H 1.426 2.213 -2.916 0.0 0.0 0.0
H 2.031 3.090 -1.513 0.0 0.0 0.0
H 3.252 0.994 -1.634 0.0 0.0 0.0
H 1.748 0.051 -1.816 0.0 0.0 0.0
H 2.612 1.447 0.612 0.0 0.0 0.0
H 3.346 -0.604 1.122 0.0 0.0 0.0
H 2.397 -1.293 -0.208 0.0 0.0 0.0
H 2.323 -2.930 2.111 0.0 0.0 0.0
H 0.327 -3.879 3.261 0.0 0.0 0.0
H -1.837 -2.639 3.172 0.0 0.0 0.0
H -3.656 0.107 0.780 0.0 0.0 0.0
H -2.307 -0.757 -0.030 0.0 0.0 0.0
H -2.296 2.006 0.948 0.0 0.0 0.0
H -2.719 2.774 -1.023 0.0 0.0 0.0
H -3.052 1.130 -1.552 0.0 0.0 0.0
H -1.240 2.388 -2.906 0.0 0.0 0.0
H -0.793 0.766 -2.304 0.0 0.0 0.0
H -0.065 3.316 -1.037 0.0 0.0 0.0
O -1.495 -2.919 -1.348 0.0 0.1 0.2
Cl -0.313 -2.254 -0.804 -0.1 -0.6 -0.4
O 0.849 -3.147 -0.872 0.1 0.1 0.1
O -2.124 -0.304 2.005 -0.1 0.0 0.0
O -0.016 -1.096 -1.713 0.1 0.3 0.1

3.
44
Properties=species:S:1:pos:R:3:forces:R:3 method="wB97M-V/def2-TZVPD" homo_lumo_gap_ev=7.82 spin_multiplicity=1 charge=-1 homo_ev=-5.7 lumo_energy_ev=2.14
Cl -0.390 -0.432 -1.383 -3.4 1.9 0.8
O -0.406 0.990 -1.578 0.6 1.2 0.8
O -1.536 -0.787 -0.547 0.6 -0.2 0.2
O -0.599 -0.963 -2.659 0.1 -2.2 -2.7
O 0.808 -0.871 -0.799 1.9 -0.7 0.9
C 2.198 -1.084 5.700 1.5 -3.4 -1.7
C 2.505 -1.706 7.024 -0.1 -0.6 0.9
O 2.593 -0.539 7.797 -0.4 2.2 0.9
C 1.920 0.498 7.157 -2.0 2.9 3.8
O 1.494 1.541 7.719 2.3 -4.1 -2.3
O 1.637 0.131 5.923 -0.7 1.8 0.0
H 1.565 -1.707 5.068 0.1 0.3 -0.1
H 3.217 -1.037 5.317 -0.2 0.7 -1.1
H 3.466 -2.217 7.064 0.0 0.1 -0.3
H 1.794 -2.404 7.465 -0.5 0.2 -0.1
C -6.395 0.210 -5.147 1.1 0.2 0.8
C -6.586 -1.236 -4.633 2.7 1.3 -1.4
O -7.948 -1.337 -4.454 -2.2 1.4 -0.7
C -8.573 -0.317 -5.249 -3.7 -1.9 -0.3
O -9.816 -0.282 -5.453 5.5 0.1 1.0
O -7.623 0.443 -5.805 -1.4 0.2 0.1
H -5.574 0.395 -5.841 -0.2 -0.6 -0.2
H -6.226 0.966 -4.381 -0.4 -0.1 0.4
H -5.934 -1.495 -3.799 -0.7 0.2 0.4
H -6.186 -1.799 -5.476 -0.6 -0.9 -0.1
C -1.041 5.806 2.854 -0.2 -0.4 0.7
C -2.093 6.775 2.266 -1.7 -1.8 2.4
O -1.415 7.944 2.053 0.4 1.8 -1.4
C -0.133 7.723 2.150 6.3 1.7 -2.3
O 0.823 8.404 1.696 -3.9 -1.3 1.7
O 0.164 6.549 2.715 -0.5 -0.4 -0.2
H -1.007 4.821 2.390 0.3 0.3 -0.5
H -1.130 5.597 3.920 -0.5 0.2 0.1
H -2.778 7.065 3.062 -0.6 -0.6 -0.2
H -2.649 6.354 1.428 0.3 0.4 -0.3
C 7.554 -6.545 -3.883 -0.8 0.2 -0.8
C 6.662 -5.301 -3.871 -0.5 -0.6 0.7
O 5.966 -5.262 -2.621 0.7 0.4 0.2
H 6.955 -7.397 -3.559 0.0 0.0 -0.1
H 8.483 -6.582 -3.314 -0.1 0.7 0.1
H 7.774 -6.654 -4.945 0.4 -0.5 0.0
H 5.854 -5.377 -4.600 0.3 -0.4 -0.6
H 7.201 -4.396 -4.152 0.3 0.2 0.5
H 5.406 -4.483 -2.616 -0.1 0.1 0.1

4.
34
Properties=species:S:1:pos:R:3:forces:R:3 method="wB97M-V/def2-TZVPD" homo_lumo_gap_ev=5.09 spin_multiplicity=1 homo_ev=-5.9 lumo_energy_ev=-0.79 e_above_lowest_kcal_mol=28.07
F 5.364 -1.185 -1.053 -0.5 0.7 -0.2
S 4.230 0.000 -1.155 -1.2 -1.8 0.2
C 2.803 -0.890 -1.002 1.4 -0.2 0.9
C 1.563 -0.178 -0.602 1.0 1.1 -2.4
O 4.509 0.836 -0.018 -0.1 0.4 -0.2
O 4.401 0.509 -2.487 0.9 0.4 -0.1
H 2.756 -1.665 -1.759 -0.1 0.2 -0.1
H 0.947 -0.244 -1.514 -0.1 0.5 0.5
H 1.783 0.897 -0.414 -0.2 -0.5 -0.1
C 0.659 0.268 2.853 0.2 0.0 0.2
C 1.561 -0.568 1.901 -0.4 -0.2 0.2
C 0.803 -0.735 0.549 -0.9 0.1 1.6
C -0.506 0.042 0.732 0.0 -1.0 -0.4
N -1.472 0.130 -0.140 0.7 -0.1 0.8
C -2.723 0.846 0.171 -0.4 0.3 0.1
C -3.589 0.748 -1.084 -0.2 0.2 0.0
C -2.878 -0.198 -2.058 -0.1 -0.3 -0.1
C -1.513 -0.541 -1.458 0.1 0.0 -0.6
C -0.616 0.663 2.077 0.3 0.4 0.6
H 0.392 -0.299 3.756 0.1 0.1 -0.3
H 1.195 1.160 3.203 -0.2 -0.2 -0.1
H 2.544 -0.087 1.766 -0.4 -0.3 -0.2
H 1.717 -1.562 2.339 0.2 0.3 -0.1
H 0.604 -1.803 0.361 -0.2 0.4 -0.1
H -3.232 0.392 1.036 0.4 0.0 -0.2
H -2.521 1.891 0.440 0.2 -0.3 -0.1
H -4.581 0.371 -0.825 0.1 0.1 -0.1
H -3.712 1.740 -1.526 0.0 -0.2 0.1
H -3.448 -1.117 -2.207 0.0 0.2 -0.1
H -2.740 0.279 -3.032 -0.1 -0.2 0.1
H -0.723 -0.156 -2.116 -0.2 -0.1 0.5
H -1.356 -1.626 -1.349 0.0 0.4 0.2
H -1.520 0.323 2.605 0.1 0.0 -0.3
H -0.704 1.760 2.009 -0.1 -0.2 -0.2